# 1
The following is a quantum chemistry calculation of a molecular structure, C46H48N7OPSTi, from the OMol25 dataset.

```
105
Properties=species:S:1:pos:R:3
Ti -0.35 -0.06 0.95
N -3.33 -2.48 -1.38
C -2.60 -1.73 -0.49
S -1.40 -0.66 -1.17
N -2.89 -1.82 0.76
N -2.11 -1.00 1.54
C -2.39 -1.00 2.83
C -1.65 -0.14 3.65
C -1.92 0.04 5.02
C -1.20 0.96 5.75
C -0.20 1.71 5.09
C 0.02 1.49 3.76
N -0.65 0.58 3.02
H -2.91 -2.64 -2.28
H -3.84 -3.25 -0.97
H -3.18 -1.63 3.22
H -2.70 -0.55 5.48
H -1.41 1.10 6.80
H 0.38 2.45 5.62
H 0.78 2.05 3.24
C -0.81 -1.74 -4.65
C 0.59 -1.51 -4.10
C 1.41 -2.78 -4.07
C 1.77 -3.38 -5.27
C 2.51 -4.55 -5.29
C 2.93 -5.10 -4.09
C 2.60 -4.52 -2.86
C 3.24 -5.12 -1.63
C 4.75 -4.88 -1.61
C 1.79 -3.37 -2.86
N 1.45 -2.74 -1.63
C 0.81 -3.43 -0.78
C 0.61 -3.12 0.62
C 0.59 -4.14 1.56
C 0.72 -3.54 2.83
C 0.78 -2.18 2.59
N 0.71 -1.89 1.25
H -0.79 -2.18 -5.65
H -1.38 -0.80 -4.69
H -1.36 -2.43 -4.01
H 0.52 -1.11 -3.09
H 1.11 -0.76 -4.71
H 1.46 -2.93 -6.20
H 2.78 -5.02 -6.23
H 3.54 -6.00 -4.09
H 3.04 -6.20 -1.62
H 2.81 -4.73 -0.71
H 5.23 -5.34 -2.47
H 5.20 -5.30 -0.71
H 4.97 -3.82 -1.64
H 0.47 -4.45 -1.04
H 0.53 -5.19 1.34
H 0.76 -4.02 3.79
H 0.84 -1.39 3.32
C 4.01 -1.21 0.03
C 3.45 0.19 -0.16
C 2.62 0.32 -1.43
C 2.71 0.63 1.13
C 3.45 1.70 1.92
O 2.85 2.92 1.42
C 1.64 2.58 0.95
N 1.41 1.32 0.84
C 0.80 3.77 0.64
C 1.51 4.97 0.49
C 0.86 6.16 0.23
C -0.52 6.18 0.14
C -1.23 5.00 0.28
C -0.59 3.78 0.53
P -1.66 2.29 0.56
C -2.59 2.60 -0.97
C -3.94 2.95 -1.02
C -4.55 3.19 -2.24
C -3.83 3.08 -3.42
C -2.49 2.73 -3.38
C -1.88 2.48 -2.16
C -2.84 2.60 1.91
C -3.93 1.72 2.00
C -4.81 1.82 3.06
C -4.60 2.76 4.06
C -3.51 3.62 3.98
C -2.64 3.54 2.91
H 4.66 -1.47 -0.81
H 3.21 -1.95 0.07
H 4.60 -1.28 0.95
H 4.31 0.87 -0.26
H 1.74 -0.31 -1.39
H 3.22 -0.02 -2.28
H 2.33 1.36 -1.63
H 2.50 -0.23 1.76
H 4.51 1.73 1.72
H 3.26 1.65 2.99
H 2.59 4.96 0.57
H 1.44 7.06 0.11
H -1.04 7.11 -0.05
H -2.31 5.02 0.19
H -4.51 3.06 -0.11
H -5.60 3.46 -2.27
H -4.32 3.26 -4.37
H -1.92 2.64 -4.29
H -0.83 2.20 -2.14
H -4.07 0.96 1.25
H -5.65 1.14 3.12
H -5.29 2.83 4.90
H -3.34 4.35 4.76
H -1.79 4.21 2.87
```

- gap between HOMO and LUMO (spin up / spin down) (eV) = 5.3 / 6.8
- molecular weight (g/mol) = 825.85
- spin multiplicity = 3
- LUMO level (spin up / spin down) (eV) = -0.24 / -0.33
- electronic energy (a.u.) = -3829.32956

Mulliken population analysis, charges in e, atoms 1 to 2: Ti 0.22; N -0.48

# 2
The following is a quantum chemistry calculation of 6 unconnected molecules or ions with the total composition C46H49Br2F3INO7S in a non-equilibrium geometry, from the OMol25 dataset.

```
110
Properties=species:S:1:pos:R:3
C -1.73 5.25 5.21
C -0.23 4.80 4.64
O 0.90 5.21 5.27
O -0.24 3.94 3.44
C -0.58 4.70 2.22
C -1.10 3.66 1.01
C 0.18 3.18 0.05
C 1.38 2.42 0.84
C 1.27 0.77 0.95
C 0.50 0.56 2.36
C 1.32 0.42 3.73
O 1.45 1.52 4.53
I 2.21 -1.42 4.60
C 0.14 0.03 -0.05
O -1.14 0.29 -0.27
N 0.64 -1.22 -0.76
C 1.89 -1.57 0.09
O 1.21 -2.32 1.19
C 2.56 -0.08 0.47
C 3.78 -0.52 1.45
Br 4.49 -2.44 1.57
C 4.58 0.41 2.35
C 4.31 2.01 2.40
Br 6.09 -0.29 3.53
S 3.50 0.32 -1.10
O 4.52 -0.85 -1.41
O 4.44 1.59 -0.99
C 2.52 0.58 -2.65
F 1.36 1.50 -2.56
F 2.19 -0.74 -3.30
F 3.46 1.23 -3.64
H -1.95 4.61 6.17
H -2.52 4.99 4.38
H -1.66 6.41 5.43
H -1.38 5.55 2.43
H 0.35 5.27 1.75
H -1.90 4.29 0.40
H -1.70 2.74 1.45
H -0.23 2.64 -0.92
H 0.63 4.21 -0.35
H 1.59 2.86 1.92
H 2.38 2.63 0.22
H -0.20 -0.41 2.26
H -0.28 1.46 2.49
H -0.08 -1.99 -0.80
H 2.47 -2.26 -0.65
H 1.53 -3.27 1.04
H 5.27 2.50 2.93
H 3.40 2.36 3.06
H 4.22 2.57 1.38
C -3.26 -1.87 -0.71
C -3.41 -2.81 0.31
C -4.55 -3.62 0.36
C -5.54 -3.49 -0.61
C -5.39 -2.54 -1.63
C -4.26 -1.73 -1.68
H -2.38 -1.24 -0.75
H -2.64 -2.91 1.07
H -4.66 -4.35 1.15
H -6.42 -4.12 -0.58
H -6.17 -2.43 -2.38
H -4.15 -1.00 -2.47
C 8.13 0.74 -2.18
C 9.46 1.08 -1.91
C 9.95 1.00 -0.61
C 9.12 0.58 0.43
C 7.79 0.25 0.16
C 7.29 0.33 -1.14
H 7.74 0.80 -3.19
H 10.10 1.41 -2.72
H 10.99 1.26 -0.41
H 9.50 0.51 1.44
H 7.14 -0.07 0.97
H 6.26 0.08 -1.34
C -3.68 5.62 10.69
C -2.38 5.78 10.21
C -1.79 4.79 9.42
C -2.51 3.63 9.12
C -3.80 3.46 9.61
C -4.39 4.46 10.40
H -4.13 6.40 11.30
H -1.82 6.69 10.44
H -0.78 4.92 9.04
H -2.06 2.85 8.51
H -4.36 2.55 9.39
H -5.40 4.33 10.78
C -1.99 -3.54 -4.04
C -1.01 -3.43 -5.02
C -0.86 -4.44 -5.98
C -1.70 -5.56 -5.94
C -2.67 -5.67 -4.95
C -2.82 -4.65 -4.00
H -2.11 -2.75 -3.31
H -0.35 -2.56 -5.05
H -0.10 -4.36 -6.74
H -1.58 -6.34 -6.68
H -3.32 -6.54 -4.92
H -3.59 -4.74 -3.24
C -5.27 -4.66 -10.50
C -3.94 -4.32 -10.24
C -3.44 -4.40 -8.94
C -4.28 -4.82 -7.90
C -5.61 -5.15 -8.16
C -6.10 -5.07 -9.46
H -5.65 -4.60 -11.52
H -3.29 -3.99 -11.05
H -2.41 -4.14 -8.73
H -3.89 -4.89 -6.89
H -6.26 -5.47 -7.35
H -7.14 -5.32 -9.67
```

- gap between HOMO and LUMO (eV) = 7.4
- molecular weight (g/mol) = 1103.67
- LUMO level (eV) = -1.40
- electronic energy (a.u.) = -8506.63478

Mulliken population analysis, charges in e, atoms 1 to 2: C -0.56; C 0.39

# 3
The following is a quantum chemistry calculation of a molecular structure, C46H49CuNO3P3S2 in a non-equilibrium geometry, from the OMol25 dataset.

```
105
Properties=species:S:1:pos:R:3
Cu 1.33 -18.94 10.20
C 2.51 -24.89 16.05
S 0.81 -24.89 15.48
C 0.95 -25.03 13.70
C 0.48 -23.77 12.96
C 1.50 -22.64 12.90
N 0.99 -21.53 12.03
P 1.17 -19.76 12.22
C -0.47 -19.29 12.90
C -0.84 -19.93 14.09
C -1.96 -19.42 14.75
C -2.81 -18.49 14.16
C -2.46 -17.93 12.95
C -1.30 -18.37 12.30
C 2.55 -19.70 13.44
C 2.41 -19.35 14.78
C 3.44 -19.57 15.70
C 4.70 -19.94 15.23
C 4.88 -20.14 13.89
C 3.81 -20.09 12.99
P 1.04 -21.28 10.30
C -0.54 -21.75 9.67
C -1.60 -22.12 10.48
C -2.74 -22.74 9.90
C -2.76 -23.07 8.52
C -1.61 -22.75 7.79
C -0.52 -22.10 8.29
C 2.24 -22.28 9.54
C 2.20 -23.70 9.67
C 3.30 -24.47 9.42
C 4.47 -23.87 8.87
C 4.40 -22.49 8.62
C 3.31 -21.68 8.90
H 2.70 -25.62 16.83
H 2.76 -23.89 16.47
H 3.24 -25.15 15.24
H 0.24 -25.79 13.41
H 1.96 -25.26 13.38
H -0.38 -23.41 13.52
H 0.09 -23.98 11.94
H 2.44 -22.94 12.40
H 1.66 -22.17 13.88
H -0.25 -20.74 14.57
H -2.18 -19.81 15.72
H -3.74 -18.26 14.71
H -2.94 -17.07 12.50
H -0.92 -17.90 11.37
H 1.46 -19.00 15.13
H 3.33 -19.43 16.78
H 5.51 -19.97 15.91
H 5.85 -20.41 13.58
H 3.98 -20.40 11.96
H -1.63 -21.99 11.57
H -3.56 -23.08 10.50
H -3.61 -23.62 8.10
H -1.57 -23.03 6.73
H 0.34 -21.87 7.67
H 1.28 -24.15 10.09
H 3.27 -25.54 9.54
H 5.39 -24.37 8.77
H 5.31 -21.99 8.23
H 3.39 -20.61 8.64
O 2.20 -17.76 6.41
C 1.91 -17.67 7.58
O 1.36 -18.72 8.25
C 2.13 -16.36 8.36
P 1.55 -16.62 10.07
C 2.77 -15.89 11.16
C 2.68 -14.54 11.44
C 3.69 -14.01 12.25
C 4.77 -14.73 12.72
C 4.75 -16.10 12.48
C 3.80 -16.69 11.70
C 0.00 -15.63 10.31
C -0.34 -15.34 11.61
C -1.49 -14.55 11.88
C -2.31 -14.09 10.80
C -1.92 -14.38 9.49
C -0.77 -15.15 9.21
H 1.66 -15.57 7.82
H 3.20 -16.13 8.41
H 1.90 -13.93 11.01
H 3.49 -12.99 12.60
H 5.70 -14.32 13.15
H 5.56 -16.68 12.95
H 3.84 -17.74 11.59
H 0.24 -15.81 12.41
H -1.68 -14.28 12.91
H -3.17 -13.52 11.00
H -2.48 -13.97 8.67
H -0.57 -15.36 8.16
O 6.27 -20.20 9.59
S 7.68 -20.52 9.17
C 8.56 -21.01 10.76
C 9.79 -20.09 10.97
C 10.04 -19.23 9.70
C 8.78 -19.08 8.92
H 8.78 -22.06 10.67
H 7.82 -20.93 11.58
H 10.64 -20.75 11.18
H 9.56 -19.46 11.84
H 10.82 -19.74 9.09
H 10.45 -18.21 9.92
H 8.92 -19.07 7.84
H 8.21 -18.13 9.16
```

- total charge = +1
- gap between HOMO and LUMO (spin up / spin down) (eV) = 7.1 / 7.3
- molecular weight (g/mol) = 884.50
- spin multiplicity = 2
- LUMO level (spin up / spin down) (eV) = -2.33 / -3.26
- electronic energy (a.u.) = -5523.39933

Mulliken population analysis, charges in e, atoms 1 to 2: Cu -0.66; C -0.78

# 4
The following is a quantum chemistry calculation of 2 unconnected molecules or ions with the total composition C46H51Cl2N5O4 in a non-equilibrium geometry, from the OMol25 dataset.

```
108
Properties=species:S:1:pos:R:3
N -0.96 0.62 5.48
C -0.05 1.24 5.10
C 1.12 1.98 4.82
C 1.15 3.32 5.12
C -0.04 4.08 5.36
N -0.98 4.73 5.61
C 2.39 4.05 5.37
O 2.37 5.25 5.63
C 3.63 3.21 5.37
Cl 5.05 4.04 5.79
C 3.61 1.88 5.08
Cl 4.99 0.90 5.23
C 2.34 1.17 4.76
O 2.27 -0.04 4.52
C -3.02 1.76 -0.57
C -3.89 0.78 0.20
C -5.12 1.57 0.66
C -4.43 -0.34 -0.67
C -3.09 0.21 1.43
C -3.35 0.81 2.66
C -3.16 0.10 3.84
C -2.49 -1.11 3.78
C -1.78 -1.48 2.63
C -0.73 -2.61 2.86
C 0.47 -2.54 1.93
C -1.45 -3.95 2.72
C -0.11 -2.53 4.27
C -2.14 -0.85 1.40
N -1.47 -1.19 0.17
C -1.65 -2.46 -0.54
C -0.54 -2.46 -1.56
N -0.04 -1.08 -1.57
C 0.78 -0.63 -2.68
C 0.17 -0.38 -3.96
C -1.33 -0.49 -4.40
C -1.68 0.54 -5.50
C -2.30 -0.20 -3.27
C -1.58 -1.88 -5.00
C 1.00 -0.06 -5.04
C 2.34 0.21 -4.87
C 2.92 -0.04 -3.65
C 2.21 -0.60 -2.58
C 3.13 -1.26 -1.50
C 4.45 -0.49 -1.37
C 3.44 -2.70 -1.95
C 2.54 -1.27 -0.12
C -0.51 -0.41 -0.45
C 0.01 0.69 0.26
C 0.77 1.74 -0.33
C 0.56 2.14 -1.69
C 1.52 2.88 -2.35
C 2.68 3.28 -1.63
N 3.89 3.48 -2.37
O 4.96 3.59 -1.73
O 3.84 3.47 -3.62
C 2.77 3.14 -0.23
C 1.81 2.39 0.42
H -2.10 1.29 -0.91
H -3.56 2.15 -1.45
H -2.73 2.61 0.07
H -5.76 0.97 1.31
H -4.85 2.50 1.17
H -5.71 1.85 -0.22
H -5.14 -0.95 -0.09
H -4.96 0.07 -1.54
H -3.64 -1.00 -1.03
H -3.81 1.80 2.71
H -3.51 0.49 4.79
H -2.44 -1.73 4.67
H 0.98 -1.58 2.02
H 1.19 -3.33 2.18
H 0.18 -2.72 0.90
H -2.14 -4.08 3.56
H -2.03 -4.00 1.80
H -0.72 -4.78 2.72
H -0.84 -2.71 5.06
H 0.67 -3.29 4.37
H 0.36 -1.55 4.44
H -1.60 -3.33 0.13
H -2.63 -2.51 -1.04
H 0.28 -3.15 -1.28
H -0.88 -2.74 -2.57
H -1.26 0.27 -6.47
H -2.77 0.58 -5.63
H -1.34 1.54 -5.23
H -2.13 -0.86 -2.42
H -2.20 0.83 -2.93
H -3.34 -0.35 -3.60
H -1.32 -2.70 -4.32
H -2.64 -1.99 -5.28
H -0.97 -2.00 -5.91
H 0.58 -0.01 -6.04
H 2.94 0.59 -5.70
H 3.99 0.15 -3.56
H 4.27 0.60 -1.32
H 4.97 -0.78 -0.44
H 5.13 -0.70 -2.20
H 2.52 -3.28 -2.08
H 3.97 -2.69 -2.91
H 4.06 -3.20 -1.21
H 1.62 -1.85 -0.11
H 3.24 -1.75 0.59
H 2.32 -0.26 0.24
H -0.15 0.72 1.33
H -0.34 1.81 -2.21
H 1.46 3.08 -3.42
H 3.63 3.57 0.29
H 1.86 2.23 1.50
```

- gap between HOMO and LUMO (eV) = 3.6
- molecular weight (g/mol) = 808.85
- LUMO level (eV) = -3.55
- electronic energy (a.u.) = -3278.34639

Mulliken population analysis, charges in e, atoms 1 to 2: N -0.39; C -0.48